(a)
{"formula": "C48H128O48S16", "method": "ωB97M-V with the def2-TZVPD basis set", "orbital_gap_ha": 0.381, "lumo_ev": -0.1, "multiplicity": 1, "species": ["O", "S", "O", "O", "C", "C", "C", "H", "H", "H", "H", "H", "H", "H", "H", "O", "S", "O", "O", "C", "C", "C", "H", "H", "H", "H", "H", "H", "H", "H", "O", "S", "O", "O", "C", "C", "C", "H", "H", "H", "H", "H", "H", "H", "H", "O", "S", "O", "O", "C", "C", "C", "H", "H", "H", "H", "H", "H", "H", "H", "O", "S", "O", "O", "C", "C", "C", "H", "H", "H", "H", "H", "H", "H", "H", "O", "S", "O", "O", "C", "C", "C", "H", "H", "H", "H", "H", "H", "H", "H", "O", "S", "O", "O", "C", "C", "C", "H", "H", "H", "H", "H", "H", "H", "H", "O", "S", "O", "O", "C", "C", "C", "H", "H", "H", "H", "H", "H", "H", "H", "O", "S", "O", "O", "C", "C", "C", "H", "H", "H", "H", "H", "H", "H", "H", "O", "S", "O", "O", "C", "C", "C", "H", "H", "H", "H", "H", "H", "H", "H", "O", "S", "O", "O", "C", "C", "C", "H", "H", "H", "H", "H", "H", "H", "H", "O", "S", "O", "O", "C", "C", "C", "H", "H", "H", "H", "H", "H", "H", "H", "O", "S", "O", "O", "C", "C", "C", "H", "H", "H", "H", "H", "H", "H", "H", "O", "S", "O", "O", "C", "C", "C", "H", "H", "H", "H", "H", "H", "H", "H", "O", "S", "O", "O", "C", "C", "C", "H", "H", "H", "H", "H", "H", "H", "H", "O", "S", "O", "O", "C", "C", "C", "H", "H", "H", "H", "H", "H", "H", "H"], "coordinates": [[-0.9409, 9.5830, -0.4910], [-1.8228, 8.8154, 0.3877], [-2.9127, 8.1344, -0.2627], [-0.9855, 7.8893, 1.5052], [-1.5931, 6.5395, 1.7802], [-1.0762, 5.5197, 0.7673], [-2.5988, 10.0969, 1.5145], [-2.6814, 6.5729, 1.7300], [-1.4387, 6.3431, 2.8412], [-1.2143, 5.8665, -0.2567], [-1.8147, 4.7250, 0.6616], [-0.0923, 5.0595, 0.8579], [-3.3743, 10.5704, 0.9123], [-1.8451, 10.8132, 1.8414], [-2.9569, 9.4829, 2.3408], [-2.2294, -6.2111, 0.4926], [-2.3760, -4.7851, 0.5932], [-1.5328, -4.0193, 1.4850], [-2.1868, -4.1190, -0.9181], [-0.9012, -4.0385, -1.5163], [-0.7065, -5.1827, -2.5025], [-4.1856, -4.4101, 0.8112], [-0.0864, -4.0602, -0.7925], [-0.9135, -3.0846, -2.0435], [-1.6097, -5.0429, -3.0963], [-0.8854, -6.1400, -2.0130], [0.2482, -5.0632, -3.0149], [-4.7879, -5.0820, 0.1998], [-4.2149, -3.4608, 0.2764], [-4.3927, -4.3466, 1.8795], [5.3089, 5.7887, 2.3451], [4.3171, 5.1549, 1.4461], [4.4333, 5.1112, -0.0561], [4.0571, 3.4967, 1.9377], [4.8280, 2.5110, 1.3181], [4.5490, 1.0758, 1.9094], [2.5887, 5.7095, 1.8082], [5.8024, 2.9098, 1.6006], [4.6118, 2.6619, 0.2605], [5.2376, 0.3553, 1.4679], [3.6022, 0.6983, 1.5233], [4.8238, 1.0624, 2.9641], [2.1308, 6.5433, 1.2760], [2.5553, 5.7449, 2.8972], [1.9982, 4.8490, 1.4938], [-0.6955, 3.8666, 3.1847], [-1.4452, 3.3469, 4.3239], [-1.9126, 4.3481, 5.3346], [-2.6482, 2.4765, 3.7230], [-3.6113, 3.0733, 2.9112], [-3.8910, 2.2295, 1.7289], [-0.3633, 2.0036, 5.0410], [-3.4697, 4.0908, 2.5470], [-4.4812, 3.0446, 3.5674], [-3.9157, 1.1405, 1.7682], [-3.2058, 2.4191, 0.9028], [-4.8877, 2.4509, 1.3472], [0.0809, 1.6149, 4.1247], [-0.9486, 1.2390, 5.5518], [0.4510, 2.5072, 5.5619], [-6.0567, -2.7438, -1.6973], [-5.9211, -1.9699, -2.9346], [-7.0349, -1.0970, -3.3264], [-4.5291, -1.0329, -2.8744], [-4.4324, 0.0545, -3.7527], [-4.9719, 1.3588, -3.2282], [-5.4763, -3.0324, -4.4148], [-4.7031, -0.1212, -4.7939], [-3.3452, 0.1283, -3.7258], [-4.5646, 2.1010, -3.9147], [-4.6396, 1.5391, -2.2059], [-6.0378, 1.5528, -3.3479], [-4.6173, -3.6601, -4.1777], [-5.3115, -2.3325, -5.2340], [-6.2899, -3.7490, -4.5272], [5.6017, 0.8766, 6.1567], [4.1596, 0.7149, 6.2727], [3.2572, 1.2742, 5.2337], [3.7474, -0.8703, 6.4314], [4.6287, -1.5749, 7.2562], [3.7344, -2.5789, 8.0853], [3.5971, 1.2293, 7.9814], [5.3237, -0.9759, 7.8447], [5.1894, -2.1987, 6.5600], [4.2948, -3.1841, 8.7979], [3.1382, -3.1699, 7.3899], [2.9214, -2.2153, 8.7137], [3.5979, 2.3047, 7.8036], [4.2413, 0.7983, 8.7478], [2.6102, 0.7787, 8.0868], [-2.4477, -5.4339, -7.4925], [-3.5687, -4.6698, -6.9799], [-4.7203, -5.3203, -6.2411], [-3.0200, -3.5245, -5.9345], [-2.2525, -2.4737, -6.5507], [-1.4020, -1.8341, -5.3882], [-4.2658, -3.4675, -8.3243], [-2.7980, -1.7261, -7.1264], [-1.5764, -3.0126, -7.2145], [-1.2536, -0.7844, -5.6416], [-0.4798, -2.3909, -5.2221], [-2.0263, -1.7408, -4.4996], [-4.7365, -2.5484, -7.9751], [-5.0024, -4.0538, -8.8736], [-3.5509, -3.2333, -9.1130], [8.8408, -3.2603, 1.4186], [8.3894, -4.0853, 0.3028], [6.9535, -4.3214, 0.1037], [9.1272, -3.4185, -1.0489], [8.3101, -3.0483, -2.1866], [7.8332, -4.3224, -2.8837], [9.1475, -5.7544, 0.3738], [8.9536, -2.5893, -2.9371], [7.4391, -2.4318, -1.9643], [8.6937, -4.8612, -3.2803], [7.2111, -4.0364, -3.7318], [7.1599, -5.0141, -2.3773], [9.3737, -6.1624, 1.3589], [9.8781, -5.9052, -0.4209], [8.3228, -6.2466, -0.1417], [-11.4357, -2.8294, 0.2381], [-10.9541, -2.1053, -0.8815], [-11.8236, -1.5347, -1.8825], [-9.8964, -0.9816, -0.3319], [-9.6667, 0.1352, -1.1990], [-8.4225, 0.8697, -1.0109], [-9.7661, -3.1033, -1.8829], [-10.5883, 0.6871, -1.3837], [-9.6114, -0.2903, -2.2010], [-7.7790, 0.2256, -0.4116], [-8.6362, 1.8126, -0.5076], [-7.8619, 1.1340, -1.9076], [-9.4956, -2.7312, -2.8710], [-10.2691, -4.0668, -1.9654], [-8.8520, -3.1600, -1.2919], [-0.4558, 3.0246, -5.4303], [-0.2143, 2.5411, -4.1251], [-0.7066, 1.2307, -3.6678], [1.5127, 2.7160, -3.8312], [2.2371, 1.6627, -3.3725], [3.5186, 2.0677, -2.6949], [-0.7751, 3.9392, -2.9381], [2.5102, 1.1141, -4.2739], [1.6804, 1.0453, -2.6674], [4.0720, 2.5705, -3.4880], [4.2135, 1.2573, -2.4749], [3.4980, 2.7645, -1.8569], [-1.0977, 4.7207, -3.6261], [0.1064, 4.0976, -2.3168], [-1.5282, 3.2592, -2.5400], [-0.9725, 0.4785, 1.6001], [-0.9127, 0.7744, 0.1388], [-0.9058, 2.1735, -0.3176], [0.4229, -0.0033, -0.4587], [1.1226, -0.8966, 0.4696], [2.1632, -1.5096, -0.4563], [-2.3292, -0.1900, -0.6866], [0.3532, -1.5420, 0.8934], [1.6241, -0.3849, 1.2910], [2.9212, -0.7643, -0.6972], [1.7256, -1.7446, -1.4265], [2.7319, -2.4014, -0.1929], [-3.1111, 0.5225, -0.9492], [-2.6314, -1.0636, -0.1090], [-1.7029, -0.4861, -1.5282], [3.9335, -3.3074, 4.6611], [3.6916, -2.5955, 3.4104], [4.6760, -1.8560, 2.5932], [2.8489, -3.6413, 2.4469], [3.5673, -4.5222, 1.5869], [4.1846, -5.7947, 2.2901], [2.2057, -1.3960, 3.6496], [4.2754, -3.9797, 0.9605], [2.8726, -4.9430, 0.8600], [5.0381, -5.4235, 2.8575], [4.5827, -6.6033, 1.6771], [3.4831, -6.3488, 2.9138], [1.4510, -1.7572, 2.9510], [2.5192, -0.3562, 3.5566], [1.7982, -1.4918, 4.6560], [-6.8097, 3.7553, -1.0558], [-6.2783, 4.9925, -1.6562], [-5.6451, 4.9265, -2.9822], [-7.5305, 6.0825, -1.6989], [-8.7118, 5.9091, -0.9422], [-9.8601, 6.8196, -1.4214], [-5.1919, 5.8899, -0.5198], [-8.5655, 6.0828, 0.1239], [-9.0137, 4.8624, -0.9809], [-9.9326, 7.7408, -0.8432], [-10.8143, 6.2946, -1.3777], [-9.6793, 7.1438, -2.4462], [-5.3247, 6.9377, -0.7889], [-4.2075, 5.4918, -0.7661], [-5.3946, 5.6935, 0.5330], [12.3986, 0.4415, 1.0775], [11.6199, -0.6838, 1.4890], [11.8727, -1.5353, 2.6012], [9.9702, -0.3566, 1.5384], [9.3114, 0.5233, 0.5385], [8.1235, -0.1001, -0.1979], [11.5721, -1.6676, -0.0931], [10.0295, 0.9486, -0.1627], [8.8478, 1.3061, 1.1388], [7.4271, -0.5073, 0.5351], [8.6788, -0.9491, -0.5966], [7.5545, 0.5020, -0.9063], [12.5833, -1.8520, -0.4559], [11.1424, -1.0817, -0.9056], [11.0791, -2.6208, 0.0978], [5.9914, -2.2614, -6.1672], [4.6989, -2.1406, -5.5000], [3.5120, -2.6160, -6.1879], [4.7821, -2.8260, -4.0189], [3.6301, -3.2902, -3.3501], [4.1367, -3.9551, -1.9983], [4.4285, -0.3416, -4.9397], [2.9765, -3.9674, -3.8999], [2.9295, -2.5055, -3.0646], [3.4873, -4.5990, -1.4053], [4.6442, -3.1954, -1.4039], [4.9143, -4.5325, -2.4983], [3.9615, 0.2245, -5.7457], [5.4268, 0.0104, -4.6798], [3.7979, -0.2792, -4.0528], [-2.8695, 0.3454, 6.3645], [-4.2684, 0.5197, 5.9750], [-4.8326, 1.8582, 5.7527], [-4.5107, -0.4152, 4.5988], [-3.9496, -1.6787, 4.5454], [-2.5840, -1.6216, 3.9351], [-5.4488, -0.4803, 7.0903], [-4.5948, -2.3578, 3.9881], [-3.6597, -1.9893, 5.5492], [-2.0456, -0.6755, 3.9896], [-2.5135, -1.9679, 2.9040], [-1.9445, -2.3937, 4.3629], [-5.3572, -0.0608, 8.0922], [-5.0644, -1.4944, 7.1988], [-6.5027, -0.3441, 6.8479]], "lowdin_charge": [-0.305, 0.656, -0.312, -0.272, -0.211, -0.077, -0.090, 0.096, 0.110, 0.071, 0.058, 0.058, 0.064, 0.065, 0.056, -0.288, 0.652, -0.303, -0.285, -0.293, -0.045, -0.070, 0.110, 0.111, 0.077, 0.080, 0.078, 0.076, 0.037, 0.066, -0.310, 0.782, -0.350, -0.297, -0.276, -0.028, -0.098, 0.114, 0.086, 0.049, 0.057, 0.073, 0.077, 0.070, 0.041, -0.316, 0.683, -0.316, -0.267, -0.285, -0.063, -0.063, 0.119, 0.114, 0.083, 0.051, 0.085, 0.050, 0.037, 0.067, -0.304, 0.705, -0.304, -0.279, -0.316, -0.056, -0.091, 0.124, 0.099, 0.087, 0.076, 0.072, 0.053, 0.057, 0.073, -0.279, 0.686, -0.317, -0.305, -0.285, -0.046, -0.074, 0.110, 0.109, 0.074, 0.067, 0.064, 0.066, 0.066, 0.068, -0.281, 0.725, -0.327, -0.325, -0.254, -0.027, -0.089, 0.108, 0.110, 0.067, 0.082, 0.058, 0.061, 0.059, 0.066, -0.284, 0.683, -0.317, -0.296, -0.246, -0.084, -0.088, 0.130, 0.107, 0.084, 0.065, 0.060, 0.079, 0.067, 0.050, -0.259, 0.628, -0.298, -0.251, -0.311, -0.070, -0.101, 0.123, 0.096, 0.096, 0.070, 0.063, 0.061, 0.062, 0.052, -0.279, 0.720, -0.325, -0.238, -0.367, -0.055, -0.043, 0.088, 0.105, 0.086, 0.068, 0.072, 0.069, 0.063, 0.030, -0.326, 0.708, -0.308, -0.288, -0.228, -0.044, -0.043, 0.109, 0.083, 0.082, 0.063, 0.058, 0.047, 0.068, 0.041, -0.293, 0.726, -0.304, -0.280, -0.272, -0.047, -0.058, 0.082, 0.102, 0.067, 0.070, 0.077, 0.040, 0.035, 0.060, -0.327, 0.688, -0.294, -0.270, -0.283, -0.054, -0.108, 0.117, 0.103, 0.071, 0.076, 0.078, 0.067, 0.059, 0.074, -0.292, 0.648, -0.260, -0.276, -0.235, -0.059, -0.106, 0.112, 0.111, 0.075, 0.039, 0.087, 0.063, 0.059, 0.035, -0.289, 0.676, -0.297, -0.280, -0.267, -0.036, -0.080, 0.115, 0.086, 0.072, 0.070, 0.062, 0.074, 0.069, 0.025, -0.301, 0.733, -0.283, -0.264, -0.310, -0.073, -0.077, 0.129, 0.100, 0.071, 0.051, 0.085, 0.059, 0.056, 0.072]}

***

(b)
{"formula": "C48H128O48S16", "method": "ωB97M-V with the def2-TZVPD basis set", "orbital_gap_ha": 0.377, "lumo_ev": -0.1, "multiplicity": 1, "species": ["O", "S", "O", "O", "C", "C", "C", "H", "H", "H", "H", "H", "H", "H", "H", "O", "S", "O", "O", "C", "C", "C", "H", "H", "H", "H", "H", "H", "H", "H", "O", "S", "O", "O", "C", "C", "C", "H", "H", "H", "H", "H", "H", "H", "H", "O", "S", "O", "O", "C", "C", "C", "H", "H", "H", "H", "H", "H", "H", "H", "O", "S", "O", "O", "C", "C", "C", "H", "H", "H", "H", "H", "H", "H", "H", "O", "S", "O", "O", "C", "C", "C", "H", "H", "H", "H", "H", "H", "H", "H", "O", "S", "O", "O", "C", "C", "C", "H", "H", "H", "H", "H", "H", "H", "H", "O", "S", "O", "O", "C", "C", "C", "H", "H", "H", "H", "H", "H", "H", "H", "O", "S", "O", "O", "C", "C", "C", "H", "H", "H", "H", "H", "H", "H", "H", "O", "S", "O", "O", "C", "C", "C", "H", "H", "H", "H", "H", "H", "H", "H", "O", "S", "O", "O", "C", "C", "C", "H", "H", "H", "H", "H", "H", "H", "H", "O", "S", "O", "O", "C", "C", "C", "H", "H", "H", "H", "H", "H", "H", "H", "O", "S", "O", "O", "C", "C", "C", "H", "H", "H", "H", "H", "H", "H", "H", "O", "S", "O", "O", "C", "C", "C", "H", "H", "H", "H", "H", "H", "H", "H", "O", "S", "O", "O", "C", "C", "C", "H", "H", "H", "H", "H", "H", "H", "H", "O", "S", "O", "O", "C", "C", "C", "H", "H", "H", "H", "H", "H", "H", "H"], "coordinates": [[-5.2073, -3.3302, 3.9617], [-4.5616, -2.2135, 4.6256], [-4.2265, -2.2477, 6.0192], [-3.2547, -1.9319, 3.8603], [-2.7719, -2.7772, 2.7455], [-1.6480, -2.1770, 2.0253], [-5.5203, -0.7674, 4.4223], [-3.5364, -2.8905, 1.9845], [-2.5385, -3.7672, 3.1273], [-1.9077, -1.2061, 1.6397], [-1.4054, -2.9204, 1.2469], [-0.8006, -2.0511, 2.6750], [-6.3381, -0.9605, 5.1191], [-5.8892, -0.6279, 3.4389], [-4.9906, 0.1223, 4.7289], [2.9989, 5.1762, 4.4868], [2.0556, 4.1342, 4.7436], [1.4373, 4.1834, 6.0333], [0.9936, 4.1553, 3.6011], [-0.0635, 5.1732, 3.7349], [-0.1167, 5.9731, 2.4484], [2.6219, 2.5633, 4.4145], [0.1811, 5.7474, 4.6353], [-1.0574, 4.6861, 3.8905], [-0.1306, 5.3566, 1.5639], [0.7417, 6.6387, 2.4294], [-0.9642, 6.6153, 2.4435], [3.6499, 2.4017, 4.8243], [2.6074, 2.3782, 3.3344], [1.9204, 1.8840, 4.8792], [2.0360, -0.7085, 5.3926], [0.7776, -1.0697, 4.8261], [0.4471, -0.4864, 3.5601], [0.5326, -2.6188, 4.6609], [1.4600, -3.6254, 5.1611], [0.6310, -4.5410, 6.1215], [-0.4465, -0.8909, 6.1499], [2.2662, -3.0584, 5.6526], [1.7459, -4.0738, 4.2265], [1.1769, -5.4549, 6.4049], [-0.3150, -4.6967, 5.5992], [0.3704, -3.9554, 7.0251], [-1.4318, -1.1991, 5.8467], [-0.4648, 0.1590, 6.4935], [-0.0387, -1.3952, 6.9849], [2.8477, 2.2415, -1.3399], [3.5026, 2.9959, -0.2878], [4.2578, 2.3361, 0.7663], [4.6654, 3.9585, -1.0233], [4.3530, 4.4372, -2.4215], [5.6156, 4.0908, -3.2127], [2.4054, 4.1934, 0.4188], [4.1302, 5.4862, -2.3219], [3.5043, 3.9425, -2.7432], [5.6750, 4.5542, -4.1841], [5.5978, 2.9892, -3.2893], [6.5351, 4.3053, -2.6887], [2.9812, 4.8617, 1.0495], [1.6632, 3.6023, 0.9143], [1.9827, 4.7558, -0.4339], [-2.0578, 1.2319, 0.3883], [-0.6301, 1.4238, 0.3154], [0.0418, 1.9457, 1.4648], [-0.0377, 0.0198, -0.0081], [1.4336, -0.1990, -0.2084], [1.8724, -1.5418, 0.3396], [-0.3654, 2.3992, -1.1041], [1.8386, 0.5795, 0.4169], [1.5638, -0.0655, -1.2817], [2.9476, -1.4924, 0.5098], [1.5652, -2.4546, -0.2365], [1.3553, -1.6034, 1.3051], [-1.1386, 2.1656, -1.8005], [0.6777, 2.3679, -1.4438], [-0.5999, 3.4075, -0.7062], [-2.3993, -4.1636, -0.4280], [-2.8586, -3.3826, -1.5552], [-2.4099, -3.6189, -2.9464], [-4.4742, -3.4899, -1.6053], [-5.2201, -3.7892, -0.3818], [-6.3827, -4.7413, -0.7021], [-2.6350, -1.6204, -1.2742], [-5.5110, -2.7997, 0.0171], [-4.5228, -4.2510, 0.3367], [-6.9168, -5.0198, 0.1667], [-5.9084, -5.6805, -1.0254], [-7.0401, -4.3301, -1.4709], [-1.5616, -1.4087, -1.2214], [-3.1621, -1.2314, -0.3788], [-3.0435, -1.1866, -2.1918], [-3.3876, 5.7391, -2.5879], [-2.8799, 6.2103, -1.3238], [-2.1872, 5.3335, -0.4141], [-1.9700, 7.4362, -1.7591], [-1.0458, 7.9506, -0.7671], [0.1398, 8.6818, -1.4245], [-4.2692, 7.0034, -0.5043], [-0.6895, 7.1108, -0.2116], [-1.6038, 8.6983, -0.1800], [0.8197, 8.0208, -1.9646], [0.5758, 9.2492, -0.5753], [-0.2865, 9.3840, -2.1478], [-4.6893, 7.7086, -1.2372], [-3.8884, 7.4838, 0.3999], [-4.9837, 6.1985, -0.2953], [7.8083, -1.3997, -1.0229], [6.7716, -0.5671, -0.5223], [5.4122, -0.9840, -0.4979], [7.1639, -0.2381, 0.9137], [6.4061, -0.1994, 2.1773], [7.0012, 0.9574, 3.0010], [6.7820, 0.9745, -1.3370], [6.4959, -1.1881, 2.6043], [5.3599, -0.0032, 1.9345], [6.2899, 1.2954, 3.7613], [7.2067, 1.7596, 2.2811], [7.9447, 0.6659, 3.4846], [7.8017, 1.3076, -1.5512], [6.2193, 1.7138, -0.7595], [6.2418, 0.7791, -2.2626], [4.8542, 0.3194, -6.1145], [3.6838, 0.1183, -5.3059], [2.6894, -0.8787, -5.7331], [4.3009, -0.4793, -3.9849], [3.3910, -1.2749, -3.0219], [4.1119, -2.5961, -2.9530], [2.8466, 1.6418, -4.8475], [2.3201, -1.2672, -3.3846], [3.5024, -0.6809, -2.1419], [5.1924, -2.3974, -2.7295], [4.0200, -3.0813, -3.9499], [3.6169, -3.2553, -2.2387], [3.6685, 2.2134, -4.4332], [2.1300, 1.3491, -4.1107], [2.3827, 2.0411, -5.7764], [-6.1552, -0.8295, 0.9517], [-7.0398, 0.2892, 0.8140], [-7.6178, 0.8180, 2.0129], [-6.2279, 1.4652, 0.2380], [-5.0937, 1.3356, -0.7369], [-4.9873, 2.7068, -1.3743], [-8.2492, -0.0303, -0.4386], [-5.3057, 0.6362, -1.5190], [-4.2082, 1.1061, -0.1352], [-5.9374, 2.9269, -1.8460], [-4.2067, 2.7079, -2.1609], [-4.8653, 3.4676, -0.6302], [-8.8278, 0.8525, -0.3977], [-8.8248, -0.8629, -0.0484], [-7.8117, -0.2341, -1.4576], [-4.8069, 5.6912, 3.2359], [-5.4998, 4.6022, 2.5447], [-6.5869, 4.8805, 1.5932], [-4.4182, 3.6958, 1.8164], [-3.0840, 3.5707, 2.3763], [-2.9009, 2.3433, 3.2876], [-5.9835, 3.3830, 3.7679], [-3.0317, 4.5047, 2.9541], [-2.4474, 3.5760, 1.5006], [-3.2785, 2.6001, 4.2667], [-1.8420, 2.0779, 3.4077], [-3.4556, 1.5147, 2.9003], [-6.8785, 3.6778, 4.3112], [-5.1274, 3.2020, 4.3986], [-6.3033, 2.4823, 3.1667], [6.3574, -2.7311, 4.1805], [5.1316, -3.3098, 3.7769], [3.8761, -2.5956, 3.8627], [5.3827, -3.7218, 2.3162], [4.2793, -4.0945, 1.4499], [4.7704, -4.5625, 0.1155], [4.9201, -4.9177, 4.5448], [3.6363, -3.2027, 1.3685], [3.7666, -4.9290, 1.9595], [5.2603, -5.5499, 0.2251], [5.4566, -3.8280, -0.3305], [3.9270, -4.6486, -0.5947], [3.9904, -5.4328, 4.1654], [4.8196, -4.7527, 5.6248], [5.8070, -5.5490, 4.3467], [-0.7533, 0.4338, -6.0203], [-0.9593, -0.2693, -4.7637], [-0.5061, 0.3430, -3.5260], [-2.5424, -0.5661, -4.5877], [-3.4308, -0.5445, -5.7688], [-3.5461, -1.9102, -6.3735], [-0.3045, -1.8877, -4.9370], [-2.9277, -0.0086, -6.5767], [-4.3181, -0.0531, -5.3860], [-2.5603, -2.2172, -6.7836], [-4.1795, -1.7958, -7.2888], [-3.9589, -2.6481, -5.7179], [0.7294, -1.7431, -5.2125], [-0.7669, -2.4332, -5.7385], [-0.3931, -2.4853, -4.0436], [1.4311, -8.6953, 2.2860], [1.3094, -7.7405, 3.3329], [1.8723, -7.8609, 4.6222], [1.7825, -6.3065, 2.7876], [1.3038, -5.8574, 1.3878], [0.3975, -4.7049, 1.6125], [-0.4977, -7.5581, 3.5998], [0.7584, -6.6554, 0.8382], [2.1662, -5.5240, 0.8010], [0.0446, -4.3617, 0.6343], [0.9338, -3.9514, 2.2191], [-0.4755, -5.0932, 2.1117], [-0.9894, -8.4898, 3.8883], [-0.9334, -7.1905, 2.6306], [-0.6000, -6.7158, 4.3159], [1.0602, 5.7021, -2.1081], [0.7672, 5.4051, -3.4891], [1.7813, 4.8319, -4.3764], [-0.5364, 4.5679, -3.5407], [-0.9952, 3.8485, -4.8041], [-2.3038, 3.2054, -4.4002], [0.2666, 6.9468, -4.3784], [-0.1930, 3.0857, -4.9831], [-1.0659, 4.5800, -5.6113], [-2.0801, 2.4793, -3.6312], [-2.7367, 2.5905, -5.2069], [-3.0200, 3.8927, -3.9369], [1.1213, 7.6050, -4.4956], [-0.6284, 7.3834, -3.9472], [0.1845, 6.5517, -5.4340], [1.7720, -5.6957, -1.5309], [0.9472, -5.0651, -2.5135], [0.4623, -3.7300, -2.2959], [1.6188, -5.0428, -3.8906], [2.4097, -6.2475, -4.3644], [2.9676, -5.9173, -5.7412], [-0.5319, -6.0613, -2.8209], [1.7356, -7.0818, -4.4528], [3.2317, -6.2883, -3.6479], [2.1156, -5.6806, -6.4087], [3.4994, -6.8144, -6.0092], [3.5980, -4.9846, -5.6713], [-1.0157, -6.1478, -1.8143], [-0.2221, -7.0210, -3.2513], [-1.1075, -5.5199, -3.5658]], "lowdin_charge": [-0.285, 0.546, -0.282, -0.240, -0.207, -0.075, -0.114, 0.098, 0.126, 0.073, 0.062, 0.039, 0.085, 0.023, 0.067, -0.273, 0.518, -0.274, -0.283, -0.197, -0.060, -0.120, 0.117, 0.115, 0.059, 0.087, 0.070, 0.106, 0.076, 0.053, -0.271, 0.569, -0.274, -0.299, -0.215, -0.027, -0.077, 0.105, 0.077, 0.083, 0.066, 0.079, 0.052, 0.082, 0.050, -0.308, 0.653, -0.284, -0.272, -0.208, -0.044, -0.098, 0.114, 0.035, 0.079, 0.069, 0.078, 0.091, 0.032, 0.051, -0.285, 0.543, -0.266, -0.270, -0.171, -0.030, -0.106, 0.094, 0.096, 0.068, 0.084, 0.072, 0.041, 0.061, 0.069, -0.307, 0.657, -0.314, -0.267, -0.234, -0.046, -0.092, 0.093, 0.103, 0.063, 0.086, 0.079, 0.066, 0.074, 0.057, -0.287, 0.584, -0.278, -0.264, -0.239, -0.053, -0.086, 0.079, 0.129, 0.043, 0.097, 0.083, 0.083, 0.075, 0.061, -0.253, 0.498, -0.284, -0.258, -0.178, -0.039, -0.112, 0.077, 0.108, 0.075, 0.081, 0.083, 0.087, 0.053, 0.062, -0.276, 0.590, -0.330, -0.285, -0.172, -0.051, -0.089, 0.121, 0.072, 0.097, 0.084, 0.054, 0.047, 0.045, 0.098, -0.291, 0.527, -0.267, -0.265, -0.173, -0.039, -0.102, 0.108, 0.091, 0.086, 0.085, 0.050, 0.053, 0.074, 0.101, -0.309, 0.628, -0.293, -0.291, -0.224, -0.043, -0.101, 0.091, 0.090, 0.060, 0.083, 0.070, 0.078, 0.045, 0.069, -0.254, 0.541, -0.279, -0.244, -0.238, -0.045, -0.104, 0.100, 0.098, 0.100, 0.080, 0.056, 0.067, 0.075, 0.084, -0.291, 0.615, -0.285, -0.285, -0.233, -0.069, -0.103, 0.103, 0.124, 0.080, 0.101, 0.073, 0.042, 0.065, 0.039, -0.279, 0.552, -0.275, -0.288, -0.195, -0.074, -0.102, 0.125, 0.079, 0.073, 0.089, 0.068, 0.073, 0.066, 0.055, -0.296, 0.590, -0.300, -0.283, -0.139, -0.063, -0.092, 0.118, 0.118, 0.041, 0.092, 0.060, 0.069, 0.054, 0.078, -0.274, 0.516, -0.295, -0.272, -0.183, -0.059, -0.095, 0.108, 0.122, 0.091, 0.078, 0.097, 0.083, 0.063, 0.054]}

***

Least stable: (a)